# C42H78ClN2O21P2

7 unconnected molecules or ions with the total composition C42H78ClN2O21P2 at a distorted geometry (ωB97M-V/def2-TZVPD, the Open Molecules 2025 dataset).

ORCA input file:
```
! wB97M-V def2-TZVPD RIJCOSX def2/J DEFGRID3
* xyz -1 1
C 1.30 3.68 -0.01
C 0.16 3.23 0.86
O 0.34 1.90 1.29
C 0.17 0.95 0.28
C -1.29 0.68 0.00
O -1.52 -0.68 -0.31
C -1.44 -0.95 -1.69
C -1.48 -2.42 -1.95
O -0.30 -2.94 -2.51
C 0.66 -3.54 -1.69
C 2.02 -3.32 -2.31
C 2.24 -1.89 -2.25
N 2.44 -0.75 -2.21
C 3.13 -4.09 -1.57
C 3.01 -4.46 -0.11
P 3.25 -3.21 1.15
O 3.04 -1.83 0.73
O 2.32 -3.69 2.32
C 1.25 -2.81 2.73
C 0.40 -3.57 3.70
O 4.67 -3.48 1.79
C 5.81 -3.63 0.93
C 6.17 -2.41 0.15
C 2.05 -3.77 -3.80
C 3.39 -4.16 -4.11
N 4.51 -4.44 -4.27
C 1.14 -5.04 -3.98
O 0.09 -4.85 -4.61
O 1.62 -6.02 -3.40
P 1.77 -2.41 -5.08
O 0.20 -2.08 -5.05
Cl 1.94 -3.57 -6.78
H 2.20 3.19 0.31
H 1.40 4.75 0.00
H 1.14 3.39 -1.02
H 0.14 3.83 1.75
H -0.77 3.35 0.33
H 0.60 0.03 0.62
H 0.70 1.22 -0.61
H -1.65 1.27 -0.83
H -1.86 0.93 0.87
H -0.55 -0.54 -2.14
H -2.29 -0.48 -2.16
H -2.23 -2.61 -2.69
H -1.79 -2.94 -1.05
H 0.49 -4.59 -1.54
H 0.66 -3.08 -0.72
H 3.23 -5.02 -2.09
H 4.04 -3.57 -1.73
H 2.11 -4.97 0.14
H 3.77 -5.19 0.06
H 0.66 -2.52 1.89
H 1.68 -1.95 3.20
H -0.48 -3.96 3.22
H 0.07 -2.92 4.47
H 0.96 -4.37 4.12
H 5.70 -4.49 0.30
H 6.62 -3.86 1.59
H 6.47 -1.63 0.80
H 5.36 -2.04 -0.45
H 6.97 -2.67 -0.50
H 0.15 -1.15 -4.80
O -1.27 5.73 3.02
C -1.53 5.54 4.17
O -0.53 5.54 5.07
C -0.77 5.53 6.48
C -1.14 4.15 6.96
C -2.94 5.20 4.62
H -1.54 6.25 6.75
H 0.16 5.88 6.91
H -2.06 3.81 6.49
H -1.27 4.13 8.05
H -0.36 3.43 6.70
H -3.09 4.13 4.46
H -3.63 5.76 4.00
H -3.15 5.43 5.66
O -1.33 -9.95 1.12
C -0.97 -9.59 0.04
O -1.07 -8.30 -0.28
C -0.52 -7.76 -1.50
C -1.45 -7.91 -2.68
C -0.46 -10.58 -1.00
H 0.47 -8.18 -1.70
H -0.36 -6.70 -1.30
H -1.64 -8.96 -2.92
H -1.00 -7.42 -3.55
H -2.41 -7.44 -2.47
H -1.32 -11.02 -1.50
H 0.09 -11.36 -0.48
H 0.20 -10.14 -1.75
O 1.16 4.10 -6.82
C 1.73 3.07 -7.10
O 1.29 2.38 -8.15
C 1.99 1.23 -8.66
C 1.63 -0.04 -7.93
C 2.87 2.53 -6.27
H 3.06 1.42 -8.67
H 1.68 1.16 -9.70
H 1.92 0.01 -6.88
H 2.14 -0.90 -8.37
H 0.56 -0.21 -7.97
H 2.46 1.99 -5.41
H 3.45 3.38 -5.89
H 3.55 1.87 -6.81
O -3.64 2.14 5.41
C -4.81 2.38 5.40
O -5.26 3.28 6.29
C -6.60 3.77 6.30
C -7.54 2.85 7.04
C -5.79 1.69 4.48
H -6.95 3.96 5.28
H -6.55 4.73 6.81
H -7.60 1.87 6.57
H -8.54 3.27 7.08
H -7.17 2.71 8.06
H -6.06 0.73 4.92
H -5.29 1.50 3.54
H -6.70 2.25 4.28
O 4.75 2.47 -9.60
C 4.76 3.39 -10.37
O 4.79 4.63 -9.85
C 4.93 5.80 -10.66
C 3.61 6.28 -11.21
C 4.65 3.19 -11.87
H 5.67 5.64 -11.44
H 5.35 6.54 -9.98
H 3.16 5.55 -11.88
H 3.74 7.21 -11.77
H 2.91 6.46 -10.40
H 3.60 3.06 -12.12
H 5.18 2.28 -12.12
H 5.05 4.01 -12.46
O -5.67 4.66 9.20
C -5.39 4.13 10.24
O -4.25 4.52 10.85
C -3.89 4.06 12.16
C -3.17 2.73 12.12
C -6.21 3.01 10.83
H -4.75 4.05 12.82
H -3.22 4.83 12.53
H -3.82 1.94 11.73
H -2.85 2.44 13.13
H -2.30 2.79 11.48
H -5.92 2.08 10.34
H -7.26 3.21 10.61
H -6.11 2.89 11.91
*
```

Lowest unoccupied orbital energy: 0.0507 Ha